ORCA calculation (ωB97M-V/def2-TZVPD) on a gas-phase ion, C8H13N4O (charge +1).

For the relative energy (zero: lowest compared OMol25 entry of this formula, charge and spin), the calculation gives 21.3 kcal per mole. The LUMO energy comes out at -3.2 eV. Its HOMO energy is -12.218 eV. The max |F| comes out at 4.1 eV/A. The multiplicity is 1. The calculation puts the total energy at -606.607755 Eh. Its molar mass is 181.219 g/mol. As for the total charge: +1. The calculation puts the HOMO-LUMO gap at 0.33201 Eh.

Bonds (Å) are listed after each position.
Element x y z (Å)
1 C 4.397 -1.002 -0.053  C2 1.547, H14 1.170, H15 1.213, H16 1.151
2 C 3.208 -0.015 -0.129  C1 1.547, O3 1.179, N4 1.402
3 O 3.348 1.154 -0.063  C2 1.179
4 N 1.958 -0.645 -0.052  C2 1.402, C5 1.401, H17 0.966
5 C 0.657 -0.138 -0.157  N4 1.401, C6 1.388, C13 1.419
6 C 0.371 1.217 -0.056  C5 1.388, N7 1.343, H18 1.038
7 N -0.936 1.477 -0.227  C6 1.343, C8 1.422, N9 1.343
8 C -1.694 2.667 -0.051  N7 1.422, H19 1.097, H20 1.169, H21 1.174
9 N -1.519 0.274 -0.357  N7 1.343, C10 1.464, C13 1.375
10 C -2.802 -0.080 0.253  N9 1.464, C11 1.576, H22 1.112, H23 1.113
11 C -2.649 -1.647 0.205  C10 1.576, N12 1.508, H24 1.107, H25 1.146
12 N -1.218 -1.942 -0.168  C11 1.508, C13 1.332, H26 1.028
13 C -0.616 -0.757 -0.256  C5 1.419, N9 1.375, N12 1.332
14 H 4.177 -1.950 -0.704  C1 1.170
15 H 4.493 -1.285 1.123  C1 1.213
16 H 5.278 -0.344 -0.390  C1 1.151
17 H 1.995 -1.608 -0.131  N4 0.966
18 H 1.122 1.931 0.001  C6 1.038
19 H -1.103 3.535 -0.365  C8 1.097
20 H -2.804 2.732 -0.413  C8 1.169
21 H -1.776 2.789 1.113  C8 1.174
22 H -3.660 0.414 -0.255  C10 1.112
23 H -2.919 0.242 1.312  C10 1.113
24 H -2.946 -2.072 1.183  C11 1.107
25 H -3.266 -2.167 -0.610  C11 1.146
26 H -1.095 -2.780 -0.751  N12 1.028